64
Properties=species:S:1:pos:R:3:forces:R:3:mulliken_spin:R:1 method="wB97M-V/def2-TZVPD" lumo_energy_ev="-6.28 / -7.71" gap_ev="7.780 / 6.337" charge=+2 max_force_ev_per_a=1.206 de_lowest_ev=0.586 multiplicity=2 e_homo_ev="-14.06 / -14.05" s2=0.768
Ir -0.395047 -0.105931 0.144972 0.710 0.149 -0.964 0.11
C 1.588129 -0.885995 1.167340 0.020 -0.764 0.451 0.03
C 1.772414 0.472333 1.147895 0.065 0.669 0.325 0.14
C 2.604161 0.794246 -0.019337 -0.227 0.322 0.218 0.33
C 2.931057 -0.381218 -0.658945 0.063 -0.238 -0.186 -0.03
C 2.343624 -1.437900 0.037181 -0.063 -0.224 -0.003 0.41
H 1.325641 -1.445343 2.053435 -0.061 -0.020 -0.033 0.02
H 1.579498 1.119382 1.990972 -0.043 0.137 -0.125 0.01
H 2.960367 1.775769 -0.292955 -0.039 0.032 0.061 -0.01
H 3.563234 -0.457827 -1.529685 -0.017 -0.086 -0.019 0.00
H 2.424210 -2.490174 -0.190123 0.049 0.014 -0.038 0.01
C -0.101865 4.218110 0.634450 -0.015 0.027 0.002 0.01
C -1.185264 4.474256 1.468345 0.011 -0.002 -0.021 0.00
C -2.041995 3.442889 1.790219 -0.015 -0.105 -0.078 0.00
C -1.801593 2.164298 1.293154 -0.045 -0.024 0.032 0.00
N -0.696636 1.912362 0.553964 -0.039 -0.037 0.404 0.01
C 0.110496 2.927987 0.212294 0.043 0.010 -0.149 0.00
C -2.694710 1.012113 1.452114 0.085 0.043 0.036 0.00
C -3.973268 1.105749 2.004107 0.134 0.044 -0.030 0.00
C -4.808491 0.005847 2.008908 0.014 -0.070 -0.017 0.00
C -4.370979 -1.182673 1.440821 -0.069 -0.005 -0.001 0.00
C -3.102307 -1.290335 0.881858 0.029 -0.099 0.115 0.00
C -2.243801 -0.199651 0.909635 0.075 0.177 0.216 0.00
H 0.574540 5.001702 0.326298 0.006 0.001 0.005 0.00
H -1.363326 5.471255 1.847486 0.001 0.004 0.003 0.00
H -2.902950 3.617817 2.417702 0.001 0.014 -0.008 0.00
H 0.944832 2.681928 -0.428324 -0.005 -0.002 0.032 -0.01
H -4.324610 2.044356 2.411228 -0.002 -0.010 0.015 0.00
H -5.798493 0.076908 2.436087 -0.010 -0.007 -0.002 0.00
H -5.027946 -2.042363 1.415620 -0.004 0.002 0.015 0.00
H -2.826315 -2.234339 0.435002 0.003 0.048 -0.017 0.00
O 0.115926 -5.936507 -5.644135 0.014 0.067 -0.025 0.00
C -1.201322 -5.770049 -5.173425 -0.016 0.007 0.006 0.00
N -1.089417 -5.418680 -3.776298 -0.031 -0.007 0.009 0.00
C -1.291828 -4.161760 -3.332387 0.057 0.008 0.012 0.00
O -1.709745 -3.234639 -4.000098 0.018 -0.002 -0.022 0.00
C -0.984644 -3.915032 -1.871274 0.019 0.040 -0.010 -0.01
C -1.030176 -4.847902 -0.849387 0.026 -0.001 -0.052 0.00
C -0.770897 -4.420289 0.446392 0.034 0.050 0.031 0.00
C -0.499787 -3.089221 0.678371 -0.029 -0.026 0.026 0.01
N -0.470390 -2.169862 -0.308032 -0.145 -0.159 0.010 -0.04
C -0.700525 -2.596726 -1.553155 0.101 0.075 -0.033 0.01
H 0.096607 -6.192620 -6.572851 0.002 -0.041 0.008 0.00
H -1.776897 -6.694702 -5.260938 0.026 0.006 -0.009 0.00
H -1.724851 -4.955133 -5.673641 -0.014 -0.023 0.017 0.00
H -0.545630 -6.052162 -3.210947 -0.045 -0.022 0.008 0.00
H -1.281706 -5.883275 -1.041630 0.001 -0.002 0.004 0.00
H -0.795517 -5.107145 1.280184 -0.006 -0.001 0.003 0.00
H -0.335400 -2.731022 1.683234 -0.035 0.016 0.003 0.00
H -0.671877 -1.880161 -2.358657 -0.058 0.003 0.009 -0.01
C -2.453850 1.271652 -5.644249 -0.024 -0.004 -0.044 0.00
C -2.040695 0.955469 -4.246132 -0.038 -0.014 0.078 0.00
C -2.964434 0.739680 -3.228497 0.061 0.006 -0.065 0.00
C -2.542072 0.439579 -1.950313 0.134 -0.019 -0.130 0.00
N -1.237458 0.342042 -1.642106 -0.776 -0.070 0.074 -0.02
C -0.328048 0.559308 -2.609153 -0.013 0.075 -0.161 0.00
C -0.690895 0.859508 -3.899002 0.110 -0.010 0.027 0.01
H -3.534102 1.349006 -5.736947 -0.001 0.000 -0.001 0.00
H -2.102085 0.492608 -6.322402 0.002 -0.003 -0.002 0.00
H -2.005732 2.211592 -5.968800 0.001 -0.001 -0.006 0.00
H -4.026018 0.792902 -3.426969 -0.005 0.013 0.007 0.00
H -3.248541 0.257032 -1.158257 -0.032 0.009 0.019 0.00
H 0.712513 0.466171 -2.320990 0.012 0.013 -0.015 0.00
H 0.085043 1.010522 -4.637395 -0.009 0.014 -0.014 0.00

20
Properties=species:S:1:pos:R:3:forces:R:3:mulliken_spin:R:1 method="wB97M-V/def2-TZVPD" lumo_energy_ev="3.35 / 3.27" gap_ev="2.795 / 8.488" charge=-1 max_force_ev_per_a=1.494 de_lowest_ev=0.655 multiplicity=2 e_homo_ev="0.55 / -5.22" s2=0.750
C -0.715823 -0.078901 2.997091 -0.438 0.732 -0.012 0.06
C -1.728327 0.070855 2.126994 0.697 -1.320 -0.069 -0.02
N -1.693080 0.240509 0.755205 -1.063 0.647 -0.202 0.12
C -2.886771 -0.184435 0.043458 0.193 0.276 -0.218 0.07
H -0.965290 -0.608199 3.905772 0.144 0.501 0.346 0.00
H 0.274223 0.322997 2.847987 0.226 -0.362 -0.178 -0.04
H -2.683857 -0.287757 2.502302 -0.117 -0.072 -0.237 0.00
H -1.198056 0.973944 0.262930 0.532 -0.271 0.384 -0.04
H -2.635049 -0.529895 -0.961431 0.220 -0.144 0.122 -0.04
H -3.641251 0.598733 -0.115124 -0.059 0.017 0.317 0.00
H -3.308537 -1.008692 0.610777 -0.293 -0.097 -0.195 0.00
H 3.295996 -1.192326 -1.672804 -0.177 0.023 0.442 -0.12
H 2.708772 -2.330924 -0.761005 -0.195 0.225 -0.200 -0.10
O 3.513976 -1.868607 -1.005336 0.361 -0.191 -0.114 0.44
H 0.123035 0.854824 -2.424688 0.033 0.162 -0.031 -0.11
H 1.016784 0.667340 -1.237020 0.087 0.099 0.058 -0.18
O 0.105200 0.913249 -1.460941 -0.058 -0.162 -0.105 0.65
H 4.118699 0.846896 -2.514127 -0.115 0.212 0.061 -0.31
H 3.107586 1.729745 -1.711204 0.168 -0.206 -0.168 -0.14
O 3.191770 0.870645 -2.188835 -0.144 -0.069 -0.001 0.77

143
Properties=species:S:1:pos:R:3:forces:R:3:lowdin_charge:R:1 method="wB97M-V/def2-TZVPD" lumo_energy_ev=-3.04 gap_ev=6.429 charge=+1 max_force_ev_per_a=6.184 e_homo_ev=-9.47
C -3.753037 2.710444 2.431908 -0.607 -0.405 0.062 -0.13
N -2.339164 3.188107 2.706296 -1.573 -1.025 0.188 -0.12
C -1.676473 2.059051 3.419392 0.269 0.427 1.035 -0.16
C -0.671097 1.178042 2.533942 -1.118 -1.822 1.413 -0.37
C -0.935065 -0.364071 2.988181 0.780 0.727 0.836 -0.12
C 0.324792 -1.318598 2.745667 -1.401 -1.091 0.092 -0.14
C -0.175976 -2.829562 3.078886 -1.038 0.265 -0.318 -0.23
C -0.655005 -3.005744 4.601344 -0.220 0.770 -1.023 -0.24
S -1.241281 -4.769347 4.850092 4.307 -3.170 3.104 0.46
O -0.208642 -5.685910 4.254167 -2.935 2.590 -0.064 -0.37
O -1.372501 -5.114034 6.303697 -0.957 1.771 -3.443 -0.37
Cl -3.103512 -4.897123 3.883399 1.097 0.251 0.418 0.39
C -0.912100 1.226889 0.960033 -0.707 -0.192 0.246 -0.03
N 0.365972 1.128917 0.120017 -1.220 -1.219 -0.210 -0.06
C -0.045219 1.519954 -1.268149 -0.297 0.157 -2.385 -0.12
C 0.870656 0.947390 -2.444096 0.171 0.298 -0.983 -0.13
C 0.014521 0.613591 -3.783711 0.370 -0.432 -0.061 -0.31
C -1.013612 -0.611089 -3.564561 1.289 0.429 -0.397 -0.07
C -0.627991 1.906589 -4.469409 -0.059 0.436 0.586 -0.17
C -2.065956 2.335058 -3.917961 -0.196 -0.693 -0.630 -0.19
C -3.304344 1.565372 -4.565142 -1.204 0.169 2.501 -0.09
C -4.502191 1.481946 -3.772476 1.152 -0.091 -2.030 -0.27
C -4.493201 1.035404 -2.219262 0.602 1.553 -0.486 -0.08
C -5.870269 1.881098 -4.537876 0.650 -1.717 -0.263 -0.09
C 1.557068 1.782038 0.715060 1.911 1.413 2.262 -0.19
C 2.427955 2.796471 -0.112488 2.004 0.280 0.629 -0.13
C 3.966232 2.260613 -0.095635 -0.371 1.149 -1.569 -0.16
C 4.209472 1.055367 -1.135907 1.392 -0.595 0.566 -0.16
C 4.017122 -0.407776 -0.484179 -0.146 1.630 0.707 -0.21
N 4.723011 -1.487037 -1.228533 -2.163 -1.626 0.442 -0.12
C 3.994789 -1.788119 -2.522633 0.320 0.271 -0.541 -0.09
C 4.592665 -2.730755 -0.417658 2.157 -2.342 2.844 -0.38
C 3.283478 -3.678873 -0.445827 0.363 0.640 -0.860 -0.03
O 5.517966 -3.121498 0.343890 -2.976 2.028 -2.781 0.04
C 1.147304 2.527679 2.103914 1.530 -0.593 -0.662 -0.10
O 0.677968 1.484298 2.982626 -1.017 1.175 -1.865 -0.11
H -4.407858 3.507470 1.954081 1.092 -0.992 0.268 0.09
H -4.277309 2.405026 3.408508 0.831 0.345 -1.459 0.07
H -3.680621 1.766348 1.774591 -0.306 1.514 0.785 0.09
H -2.473803 4.005912 3.314276 0.527 -0.627 -0.121 0.10
H -2.431338 1.349372 3.941098 1.107 1.256 -1.123 0.09
H -1.056123 2.526115 4.271113 -0.615 -0.955 -1.330 0.15
H -1.904954 -0.744138 2.518662 1.369 0.432 0.469 0.14
H -1.129552 -0.343395 4.123775 0.320 0.059 -1.677 0.12
H 0.612720 -1.354637 1.633638 -0.108 0.151 1.598 0.11
H 1.192760 -1.019532 3.415415 -1.051 -0.318 -1.106 0.13
H -1.113790 -3.016682 2.433132 1.465 0.236 0.783 0.11
H 0.580857 -3.622537 2.784164 -0.835 1.136 0.672 0.08
H -1.555253 -2.351570 4.873225 1.320 -0.963 -0.425 0.11
H 0.224895 -2.762629 5.278826 -1.279 -0.931 -0.408 0.13
H -1.510537 0.286224 0.676813 0.786 1.577 0.361 0.15
H -1.469827 2.131949 0.562198 0.706 -0.927 0.975 0.14
H 0.549907 0.102864 0.082676 0.160 0.953 -0.116 0.16
H -0.083611 2.660059 -1.352895 -0.112 -1.612 0.426 0.16
H -1.096964 1.077781 -1.431414 1.624 0.802 0.434 0.12
H 1.683778 1.697076 -2.799465 -1.458 -1.205 0.883 0.08
H 1.423898 -0.005248 -2.137009 -0.852 1.170 -0.217 0.10
H 0.802599 0.213952 -4.527676 -1.067 0.612 1.201 0.15
H -0.386231 -1.469791 -3.126140 -1.215 1.192 -0.488 0.08
H -1.904274 -0.332003 -2.911888 1.116 -0.486 -0.986 0.05
H -1.323926 -0.946540 -4.610019 -0.034 0.415 1.810 0.06
H 0.063870 2.820009 -4.320094 -0.784 -1.500 -0.245 0.11
H -0.717643 1.738899 -5.594167 0.061 0.183 1.527 0.10
H -2.187146 2.287870 -2.786363 0.401 0.080 -1.359 0.08
H -2.203054 3.446879 -4.199302 0.056 -1.687 0.371 0.12
H -3.189191 1.088390 -5.600854 -0.623 1.805 1.148 0.10
H -5.490714 0.603180 -1.881643 1.228 0.873 -0.543 0.08
H -3.696357 0.246632 -2.004707 -1.036 0.991 -0.583 0.05
H -4.186441 1.965722 -1.608738 -0.855 -1.463 -0.433 0.07
H -6.597698 0.989631 -4.564919 0.685 1.545 0.299 0.07
H -5.614669 2.106323 -5.631736 -0.237 -0.258 1.621 0.08
H -6.340365 2.825947 -4.102395 0.660 -1.441 -0.343 0.08
H 2.259645 0.940727 1.077397 -1.314 1.207 -0.665 0.15
H 2.472056 3.813772 0.443366 -0.361 -1.854 -1.105 0.09
H 2.191659 3.008790 -1.193110 -0.157 -0.356 1.294 0.10
H 4.332801 2.047958 0.961064 -0.581 -0.038 -1.275 0.12
H 4.606194 3.151191 -0.490743 -1.291 -1.763 0.852 0.08
H 5.324526 1.116746 -1.418781 -1.770 -0.166 0.396 0.11
H 3.641493 1.170918 -2.118315 0.529 -0.116 1.489 0.08
H 4.433268 -0.328785 0.586136 -0.434 -0.355 -1.612 0.14
H 2.887846 -0.601818 -0.369672 1.205 -0.115 -0.244 0.09
H 2.855067 -1.748128 -2.400457 1.456 0.114 -0.292 0.09
H 4.245638 -2.846266 -2.867181 -0.188 1.648 0.409 0.08
H 4.376436 -1.037622 -3.301762 -0.864 -1.176 1.024 0.10
H 3.301219 -4.401280 0.450737 0.232 1.454 -1.454 0.08
H 2.342311 -3.028490 -0.481774 1.232 -1.005 0.131 0.07
H 3.286490 -4.285341 -1.424516 -0.055 0.862 1.544 0.10
H 2.109052 2.961337 2.542965 -1.312 -0.709 -0.626 0.16
H 0.429934 3.397034 1.952238 0.490 -1.225 0.270 0.13
O 6.437467 3.081649 -1.429738 0.677 0.372 -0.029 -0.07
H 7.174346 2.593002 -1.042142 -0.064 0.099 -0.006 0.07
H 6.792782 3.412880 -2.268065 -0.175 -0.237 -0.028 0.03
O -4.079232 -6.123258 7.083144 -0.157 -0.102 -0.123 -0.06
H -3.335710 -6.604362 7.465535 -0.075 0.095 -0.032 0.04
H -3.727790 -5.770740 6.255954 -0.047 -0.065 0.265 -0.04
O 6.896304 2.348665 -4.126657 -0.002 -0.046 -0.267 -0.06
H 6.607378 2.558751 -5.026072 -0.103 0.143 -0.147 0.02
H 6.592174 1.443851 -3.988936 0.062 0.138 0.128 0.05
O -7.198667 -6.796841 6.231682 -0.083 0.178 0.189 -0.06
H -6.325120 -6.759607 6.642993 0.135 -0.017 -0.085 0.01
H -7.791645 -6.453583 6.911323 0.066 -0.119 -0.040 0.02
O -0.289935 -3.231367 -4.871095 -0.060 -0.214 -0.312 -0.06
H -1.184319 -3.593472 -4.839506 0.089 0.056 0.040 0.05
H 0.165713 -3.790639 -5.512962 0.055 0.053 0.138 0.05
O -10.346130 -6.909953 6.323983 0.217 0.290 -0.048 -0.06
H -9.539348 -6.918527 5.791682 -0.115 -0.160 -0.034 0.02
H -10.820476 -6.126458 6.016746 0.007 -0.080 0.047 0.03
O 3.821868 -3.308575 -5.431743 0.186 0.002 -0.085 -0.06
H 4.556139 -3.805420 -5.050738 -0.108 0.003 -0.074 0.04
H 4.174168 -2.975931 -6.266227 -0.085 -0.036 0.081 0.04
O 3.286674 2.799978 -4.082425 -0.166 0.101 0.212 -0.06
H 3.699619 2.955353 -3.221739 0.193 0.131 -0.175 0.02
H 2.849064 3.636401 -4.285091 0.119 -0.058 -0.014 0.05
O -1.867081 -0.183825 -6.923327 0.318 -0.027 -0.190 -0.06
H -1.132037 -0.674953 -6.534444 -0.098 -0.048 -0.074 0.02
H -1.506523 0.158036 -7.751127 -0.144 -0.047 0.036 0.06
O -10.212580 -3.912712 6.876075 0.239 0.062 0.191 -0.06
H -9.912950 -3.060305 7.213188 -0.127 -0.063 -0.105 0.04
H -9.777097 -4.557507 7.447871 -0.167 -0.049 -0.096 0.03
O -4.068424 1.237976 5.315807 0.001 -0.212 -0.394 -0.08
H -3.408940 1.375958 6.006017 -0.360 -0.006 0.176 0.02
H -4.829090 0.885755 5.790698 0.140 0.086 -0.023 0.04
O 3.353603 -4.426174 2.843682 -0.369 0.065 0.257 -0.05
H 4.018551 -4.296525 3.530976 0.058 -0.015 -0.207 0.05
H 2.588534 -4.771371 3.322313 0.137 -0.132 0.006 0.03
O 0.620013 -4.630570 0.146079 -0.316 0.092 0.370 -0.06
H 1.285709 -4.500468 0.833064 0.017 -0.113 -0.155 -0.01
H -0.145383 -4.974748 0.623966 0.072 -0.090 -0.143 0.04
O 4.038109 5.479851 -1.176136 0.042 0.070 0.257 -0.05
H 4.915263 5.509304 -0.773309 -0.004 -0.044 -0.215 0.04
H 3.456253 5.847465 -0.498256 -0.088 -0.104 -0.139 0.01
O 7.108492 5.600023 -4.464228 0.267 -0.126 0.084 -0.06
H 7.193930 4.638244 -4.432828 -0.111 0.070 -0.046 -0.01
H 7.973556 5.921109 -4.181619 -0.130 0.042 -0.036 0.04
O -3.853859 1.402489 7.948535 0.144 -0.040 0.665 -0.05
H -3.192569 1.541037 8.638221 -0.078 0.013 -0.071 0.06
H -4.616208 1.049650 8.424154 0.064 0.053 -0.071 0.06
O 6.030570 3.799867 -6.735152 0.021 0.020 -0.101 -0.05
H 5.151321 4.154095 -6.912282 0.074 -0.111 0.128 0.05
H 6.627647 4.503909 -7.018031 -0.012 -0.068 0.148 0.05
O 1.317413 5.610775 0.371584 -0.348 0.364 0.020 -0.05
H 0.902923 6.477030 0.263630 0.099 -0.037 0.011 0.07
H 0.599525 5.048337 0.685605 0.072 0.087 -0.047 0.03

> Which of these has the lowest charge?

C3H13NO3